No. 1
The following is a quantum chemistry calculation of 3 unconnected molecules or ions with the total composition C4H8N2O in a non-equilibrium geometry, from the OMol25 dataset.

The geometry in XYZ format:
```
15
C4H8N2O, DFT ωB97M-V/def2-TZVPD
C 0.1855 -0.8010 -0.0278
C 2.4816 -0.0947 -0.0217
C -1.9292 -0.7758 0.0923
C 0.3954 0.5447 0.0504
N -2.6818 0.3342 -0.1010
N 0.0895 1.7268 0.0766
O -2.3985 -1.8753 0.3004
H -2.2319 1.2344 -0.1821
H -3.6941 0.2857 -0.0385
H 0.8415 2.4167 0.0647
H 0.2556 -1.2576 -1.0058
H 0.3059 -1.3902 0.8706
H 2.7614 -1.1422 -0.0971
H 2.8178 0.3338 0.9198
H 2.8015 0.4605 -0.9008
```

Computed properties:
Charge: 0
E_tot in eV: -9300.6830
Largest force on an atom in eV/Å: 6.223
Frontier orbital gap in eV: 7.73
Energy relative to the best compared isomer or geometry (same formula, charge and spin) in kcal per mole: 131.7
LUMO level in eV: 0.698

No. 2
The following is a quantum chemistry calculation of 2 unconnected molecules or ions with the total composition C2H5N3O3 in a non-equilibrium geometry, from the OMol25 dataset.

The geometry in XYZ format:
```
13
C2H5N3O3, DFT ωB97M-V/def2-TZVPD
C -0.7063 -1.3932 0.0140
C 0.2582 -2.2453 -0.0439
N -1.6152 -0.5824 -0.0800
N 1.3024 1.6244 0.3395
N -1.7437 0.7927 -0.1527
O -1.6975 1.3716 0.9124
O -1.9995 1.1864 -1.2061
O 1.2319 0.4644 -0.4464
H 0.8633 -2.4136 0.8364
H 1.4702 2.4733 -0.2065
H 0.4376 -2.7345 -0.9162
H 0.4706 1.7546 1.0066
H 1.7280 -0.2986 -0.0570
```

Computed properties:
Charge: 0
E_tot in eV: -12760.0085
Largest force on an atom in eV/Å: 4.090
SMILES string: C=C=N[N+](=O)[O-].NO
Frontier orbital gap in eV: 9.42
Energy relative to the best compared isomer or geometry (same formula, charge and spin) in kcal per mole: 175.1
LUMO level in eV: 0.183

No. 3
The following is a quantum chemistry calculation of a molecular structure, C7H14O4 in a non-equilibrium geometry, from the OMol25 dataset.

The geometry in XYZ format:
```
25
C7H14O4, DFT ωB97M-V/def2-TZVPD
C 2.9994 0.1969 -0.1312
C 0.7148 0.1982 0.5712
C 0.8278 -1.4142 0.5642
C -0.2939 -1.6856 -0.5542
C -1.4741 -0.6259 -0.6946
C -1.0462 0.7727 -0.7777
C -1.6530 2.0033 -0.0398
H 4.1427 -0.0475 0.0995
H 3.1637 -0.8358 -0.7111
H 3.0724 1.3803 -0.7556
H -0.0088 0.4915 1.3421
H 0.3719 -1.6227 1.4923
H 1.9579 -1.8760 0.6609
H -0.6288 -2.6753 -0.4258
H 0.0745 -1.3832 -1.6543
H -1.9169 -0.8765 -1.6303
H -2.1303 -0.3751 2.3447
H -0.9201 0.7162 -1.7361
H -3.0340 1.8383 0.2601
H -1.1232 2.7282 -1.0671
H -0.8029 2.3481 1.0758
O 2.1310 0.5817 0.8339
O -2.6211 -0.8915 0.1455
O -2.2055 0.1720 1.3104
O 0.4028 0.8820 -0.5227
```

Computed properties:
Charge: 0
E_tot in eV: -15661.7843
Largest force on an atom in eV/Å: 6.704
Frontier orbital gap in eV: 9.02
Energy relative to the best compared isomer or geometry (same formula, charge and spin) in kcal per mole: 311.9
LUMO level in eV: -0.168

No. 4
The following is a quantum chemistry calculation of 4 unconnected molecules or ions with the total composition C3H14O5 in a non-equilibrium geometry, from the OMol25 dataset.

The geometry in XYZ format:
```
22
C3H14O5, DFT ωB97M-V/def2-TZVPD
C -0.6625 -1.3612 -1.7300
O 0.7453 -1.4343 -1.7080
C -1.2244 -0.1929 -0.9386
C -0.7609 -0.0809 0.5373
O -1.6047 -0.9764 1.3058
H -0.9030 -1.2619 -2.7857
H -1.1265 -2.2939 -1.3908
H 1.1618 -1.1500 -0.8940
H -0.8760 0.7219 -1.4343
H -2.3090 -0.1706 -0.8504
H 0.2788 -0.3510 0.6973
H -1.0702 0.9045 0.8603
H -1.2163 -1.8560 1.2973
H 2.3938 0.4918 0.4488
H 3.2387 0.8120 -0.7476
O 2.3330 0.8960 -0.4259
H 1.1406 -1.4756 3.2166
H 0.1528 -0.2027 2.8891
O 0.9148 -0.5526 3.3563
H 0.1073 3.5159 -1.2065
H -0.1213 2.7609 0.0909
O -0.5920 3.2572 -0.5881
```

Computed properties:
Charge: 0
E_tot in eV: -13574.6212
Largest force on an atom in eV/Å: 2.579
SMILES string: OCCCO.O.O.O
Frontier orbital gap in eV: 10.38
Energy relative to the best compared isomer or geometry (same formula, charge and spin) in kcal per mole: 31.7
LUMO level in eV: 0.174

No. 5
The following is a quantum chemistry calculation of 3 unconnected molecules or ions with the total composition C5H8N2, from the OMol25 dataset.

The geometry in XYZ format:
```
15
C5H8N2, DFT ωB97M-V/def2-TZVPD
C -1.7850 -1.0177 -1.1171
N -0.7165 -0.5412 -0.5011
C 0.1762 -1.3561 0.2073
C 1.1641 -0.4954 0.5625
C 0.7170 0.8402 0.1840
C 1.3865 2.1331 0.5136
N -0.4516 0.8214 -0.4020
H -1.7209 -1.9424 -1.6710
H -2.5613 -0.3000 -1.3666
H -1.8942 -2.4213 0.1975
H -1.0146 -2.4026 0.3871
H 2.0174 -0.7057 1.1947
H 2.3908 2.1714 0.0789
H 1.4927 2.2443 1.5987
H 0.7994 2.9720 0.1336
```

Computed properties:
Charge: 0
E_tot in eV: -8289.0705
Largest force on an atom in eV/Å: 0.387
Frontier orbital gap (alpha / beta) in eV: 7.41 / 7.41
Energy relative to the best compared isomer or geometry (same formula, charge and spin) in kcal per mole: 136.7
LUMO level (alpha / beta) in eV: -0.928 / -0.928

> Which formula does entry 1 have?

C4H8N2O

> largest force on an atom of number 5 (C5H8N2)?

0.387 eV/Å

What did the fifth record say?
The following is a quantum chemistry calculation of 3 unconnected molecules or ions with the total composition C5H8N2, from the OMol25 dataset.

The geometry in XYZ format:
```
15
C5H8N2, DFT ωB97M-V/def2-TZVPD
C -1.7850 -1.0177 -1.1171
N -0.7165 -0.5412 -0.5011
C 0.1762 -1.3561 0.2073
C 1.1641 -0.4954 0.5625
C 0.7170 0.8402 0.1840
C 1.3865 2.1331 0.5136
N -0.4516 0.8214 -0.4020
H -1.7209 -1.9424 -1.6710
H -2.5613 -0.3000 -1.3666
H -1.8942 -2.4213 0.1975
H -1.0146 -2.4026 0.3871
H 2.0174 -0.7057 1.1947
H 2.3908 2.1714 0.0789
H 1.4927 2.2443 1.5987
H 0.7994 2.9720 0.1336
```

Computed properties:
Charge: 0
E_tot in eV: -8289.0705
Largest force on an atom in eV/Å: 0.387
Frontier orbital gap (alpha / beta) in eV: 7.41 / 7.41
Energy relative to the best compared isomer or geometry (same formula, charge and spin) in kcal per mole: 136.7
LUMO level (alpha / beta) in eV: -0.928 / -0.928

> Number 5 is which compound?

C5H8N2